68
Properties=species:S:1:pos:R:3:forces:R:3:mulliken_spin:R:1 method="wB97M-V/def2-TZVPD" e_homo_ev="-13.63 / -13.65" total_charge=+2 total_energy_ha=-4961.93365 multiplicity=4 homo_lumo_gap_ev="6.998 / 6.861" largest_force_ev_per_a=1.989
Mn -0.802 0.342 1.087 0.0 0.6 -0.7 3.07
F 5.723 -0.297 -1.561 -0.1 0.0 0.1 0.00
C 4.817 -0.247 -0.602 -0.2 0.1 0.3 0.00
C 3.560 -0.788 -0.828 -0.1 0.0 0.0 0.01
C 2.608 -0.702 0.186 1.5 0.3 0.4 0.00
C 2.898 -0.121 1.446 0.1 -0.1 -0.4 0.03
C 4.178 0.419 1.596 -0.3 -0.1 -0.2 0.00
F 4.477 1.055 2.730 0.0 -0.1 -0.1 0.00
C 5.133 0.380 0.596 -0.1 -0.2 -0.1 0.01
C 1.937 -0.054 2.570 0.0 0.1 0.4 0.00
C 2.372 -0.399 3.854 -0.2 0.1 -0.2 0.01
C 1.526 -0.259 4.937 -0.2 0.2 -0.2 -0.01
C 0.260 0.279 4.734 0.1 -0.1 0.0 0.02
C -0.106 0.589 3.443 -0.2 0.2 0.5 -0.02
N 0.682 0.397 2.373 0.7 0.0 0.7 -0.03
H 3.326 -1.250 -1.776 0.0 0.0 -0.1 0.00
H 6.100 0.830 0.751 0.1 0.0 0.0 0.00
H 3.371 -0.777 4.003 0.1 0.0 -0.1 0.00
H 1.851 -0.532 5.928 0.1 0.0 0.1 0.00
H -0.414 0.454 5.557 -0.1 0.0 0.1 0.00
H -1.077 1.084 3.251 0.3 -0.2 0.1 -0.01
C -3.553 1.162 0.769 -0.2 0.4 0.1 0.07
N -2.608 0.058 0.382 -0.6 0.0 0.1 -0.19
C -2.861 -0.219 -1.076 0.2 0.0 -0.4 0.03
N -4.234 -0.551 -1.313 0.0 -0.1 -0.7 0.00
C -5.098 0.552 -0.920 0.1 0.1 0.0 0.00
N -4.917 0.819 0.503 -0.4 0.6 0.3 0.00
C -5.279 -0.374 1.260 0.1 0.0 0.1 0.00
N -4.420 -1.485 0.868 -0.2 -0.7 0.5 -0.01
C -3.045 -1.171 1.133 -0.4 -0.3 0.1 0.03
C -4.598 -1.743 -0.558 0.1 0.0 0.0 0.00
H -3.282 2.066 0.203 0.0 -0.3 0.1 0.01
H -3.441 1.372 1.845 0.1 -0.1 -0.2 -0.03
H -2.217 -1.048 -1.388 -0.1 0.1 0.1 0.00
H -2.590 0.678 -1.647 0.0 -0.1 0.2 -0.01
H -6.141 0.293 -1.103 0.1 0.0 0.0 0.00
H -4.854 1.444 -1.503 0.0 0.0 0.0 0.00
H -6.318 -0.628 1.053 0.0 0.0 0.0 0.00
H -5.173 -0.182 2.330 0.0 0.0 0.0 0.00
H -2.418 -2.016 0.816 0.0 0.2 0.1 0.01
H -2.920 -0.997 2.218 0.0 0.0 -0.3 0.00
H -5.639 -2.002 -0.751 0.0 0.0 0.0 0.00
H -3.970 -2.582 -0.866 0.0 0.0 0.0 0.00
C -1.120 3.275 -1.513 -0.1 -0.2 0.0 -0.01
As -0.306 2.487 0.084 0.3 1.3 -0.1 -0.04
C 1.555 2.644 -0.472 0.1 -0.2 0.0 0.00
C -0.393 3.912 1.482 -0.1 -0.4 -0.1 0.01
C -0.264 5.291 0.937 0.0 0.3 -0.2 0.00
C 0.971 5.937 0.907 -0.2 -0.2 0.1 0.00
C 1.060 7.247 0.474 -0.1 0.2 -0.2 0.00
C -0.076 7.915 0.034 0.0 -0.1 0.0 0.00
C -1.309 7.275 0.050 0.1 0.1 -0.1 0.00
C -1.399 5.969 0.490 0.1 -0.2 0.2 0.00
H -0.666 4.252 -1.697 0.0 -0.1 0.2 0.00
H -2.199 3.403 -1.427 0.1 0.0 0.1 0.00
H -0.904 2.625 -2.365 0.0 0.0 0.1 0.00
H 1.773 3.660 -0.808 -0.2 -0.1 0.1 0.00
H 1.739 1.954 -1.299 0.0 0.0 0.0 0.00
H 2.219 2.395 0.357 0.0 0.0 0.0 0.00
H 0.426 3.688 2.175 -0.1 -0.1 -0.1 0.00
H -1.343 3.801 2.014 0.1 -0.1 0.0 0.00
H 1.853 5.424 1.269 0.1 0.0 0.0 0.00
H 2.012 7.755 0.490 0.1 0.0 0.0 0.00
H -0.001 8.932 -0.318 0.0 0.1 0.0 0.00
H -2.196 7.801 -0.270 -0.1 0.0 -0.1 0.00
H -2.361 5.471 0.529 -0.1 0.0 0.0 0.00
N 0.106 -1.033 -0.083 1.5 -1.2 -0.4 -0.03
C 1.267 -1.040 -0.029 -2.0 0.1 -0.3 0.07



26
Properties=species:S:1:pos:R:3:forces:R:3:mulliken_charge:R:1 method="wB97M-V/def2-TZVPD" smiles="C[N+]1=C[N+](C)(C)c2ccccc21" e_homo_ev=-17.80 total_charge=+2 total_energy_ha=-498.21915 multiplicity=1 homo_lumo_gap_ev=8.556 largest_force_ev_per_a=5.995
C 0.922 -1.262 2.525 -1.1 0.5 -1.2 -0.79
C 1.584 -1.839 1.453 -0.2 0.4 -0.5 -0.75
C -0.093 -0.328 2.335 -1.1 0.1 -0.3 -0.43
C 1.332 -1.543 0.130 -1.8 1.9 1.2 -0.79
C -0.394 0.056 1.007 3.8 -1.6 -0.2 0.09
C 0.417 -0.493 -0.028 0.1 -2.8 2.1 1.14
C -0.947 1.142 -0.839 1.1 -1.5 -1.9 -0.07
C -1.839 1.952 1.225 -1.7 2.8 1.5 -0.75
C -0.534 -0.941 -2.263 -3.5 3.0 2.1 -0.72
C 1.278 0.736 -1.873 0.2 0.5 1.0 -0.66
N -1.082 1.121 0.405 0.7 -1.8 0.4 0.24
N 0.082 0.006 -1.273 -2.6 5.2 -1.4 -0.15
H 1.022 -1.576 3.520 0.7 -0.6 1.1 0.47
H 2.349 -2.540 1.490 1.2 -1.4 1.2 0.49
H -0.712 -0.088 3.210 0.4 0.4 -0.5 0.38
H 1.794 -2.133 -0.621 0.4 0.0 -0.8 0.45
H -1.466 1.840 -1.477 0.2 -0.1 -0.5 0.47
H -2.487 1.244 1.831 0.7 1.4 -0.3 0.40
H -2.443 2.640 0.589 0.1 -0.6 0.6 0.34
H -1.118 2.659 1.791 -1.2 -1.5 -0.4 0.35
H 0.120 -1.641 -2.584 2.0 -2.5 -0.5 0.36
H -1.398 -1.202 -1.639 0.0 -1.3 -1.0 0.39
H -0.888 -0.343 -3.087 0.0 0.1 -0.4 0.42
H 1.039 1.358 -2.775 0.1 -1.0 0.8 0.38
H 1.671 1.387 -1.019 0.0 -1.0 -1.4 0.34
H 1.791 -0.215 -2.033 1.4 1.1 -0.6 0.40



79
Properties=species:S:1:pos:R:3:forces:R:3:mulliken_spin:R:1 method="wB97M-V/def2-TZVPD" e_homo_ev="-12.46 / -12.63" total_charge=+2 total_energy_ha=-4643.72550 multiplicity=6 homo_lumo_gap_ev="5.617 / 3.580" largest_force_ev_per_a=2.594 de_lowest_ev=5.470
Ru -0.941 -3.244 -3.345 -0.2 -0.3 0.2 2.06
Br -6.533 -6.105 0.454 0.5 0.1 -0.4 0.11
C -5.197 -5.684 -0.787 -1.0 -0.4 0.1 0.24
C -5.445 -5.862 -2.154 0.0 0.0 0.1 -0.02
C -4.490 -5.474 -3.049 0.0 -0.1 -0.2 0.15
C -3.272 -4.865 -2.627 0.1 0.0 0.2 0.16
O -2.472 -4.404 -3.513 -1.0 -0.8 -0.1 0.24
C -2.986 -4.764 -1.214 -0.5 -0.1 -0.2 0.07
C -1.789 -4.186 -0.658 0.2 0.1 0.5 0.30
N -0.874 -3.492 -1.308 -0.1 0.0 -0.5 -0.05
C 0.152 -2.814 -0.735 0.4 0.2 -0.1 0.30
C 0.613 -2.903 0.585 0.0 -0.3 0.1 -0.02
C 1.519 -2.003 1.081 0.1 -0.3 -0.3 0.23
C 2.045 -0.893 0.266 -0.1 0.0 -0.2 -0.07
C 2.033 -1.211 -1.161 -0.1 -0.2 0.0 0.22
C 3.055 -1.065 -2.047 0.1 -0.1 -0.2 -0.03
C 2.876 -1.427 -3.394 0.2 0.2 0.3 0.31
C 1.659 -1.969 -3.803 -0.5 0.0 0.1 0.06
N 0.619 -2.124 -3.004 1.5 0.5 -0.2 0.26
C 0.678 -1.679 -1.620 -0.6 0.2 0.2 -0.05
C -3.969 -5.182 -0.332 0.8 0.4 0.1 0.14
H -6.381 -6.286 -2.488 0.0 0.0 0.0 0.00
H -4.639 -5.602 -4.114 0.0 0.1 0.0 0.00
H -1.678 -4.286 0.417 0.0 0.1 0.0 0.01
H 0.268 -3.717 1.210 0.0 0.1 0.1 0.01
H 1.891 -2.114 2.091 -0.1 0.1 0.1 0.01
H 2.962 -0.454 0.645 -0.1 0.1 0.0 0.00
H 4.016 -0.691 -1.719 0.0 0.0 0.0 0.00
H 3.681 -1.313 -4.104 0.0 -0.1 -0.1 0.01
H 1.515 -2.308 -4.824 0.1 0.0 0.0 0.00
H -3.809 -5.073 0.734 0.0 -0.1 0.0 0.00
C -2.303 -0.624 -2.729 0.0 0.1 0.1 0.09
C -1.512 -0.262 -1.490 -0.3 0.1 0.3 -0.01
O -2.042 0.469 -0.648 -0.4 -0.3 -0.9 0.02
N -0.201 -0.550 -1.312 0.6 -0.1 -0.7 0.16
Te 0.262 0.474 0.639 0.5 1.0 2.3 0.09
C 1.333 1.120 2.499 -0.1 -0.2 -1.3 0.05
C 2.480 1.910 2.480 0.0 0.0 0.5 -0.02
C 3.145 2.420 1.232 0.0 -0.1 0.1 0.01
C 3.062 2.237 3.709 0.0 0.1 -0.3 0.00
C 2.541 1.791 4.910 0.1 0.0 0.1 0.00
C 3.183 2.150 6.220 -0.1 0.0 0.0 0.00
C 1.406 0.986 4.884 -0.1 -0.1 -0.1 0.00
C 0.784 0.631 3.694 0.2 0.1 0.2 -0.01
C -0.425 -0.272 3.743 0.1 0.1 0.0 0.01
C 0.179 2.412 -0.269 -0.2 0.2 -0.1 0.02
C -0.654 3.310 0.419 0.0 -0.4 0.0 -0.01
C -1.392 2.980 1.693 0.1 0.1 -0.2 0.00
C -0.858 4.575 -0.124 0.0 0.0 -0.1 0.00
C -0.290 4.964 -1.324 0.0 -0.1 0.1 0.00
C -0.538 6.319 -1.913 0.0 0.0 -0.1 0.00
C 0.516 4.044 -1.989 0.0 0.1 0.0 0.00
C 0.769 2.779 -1.489 0.0 -0.2 0.1 -0.02
C 1.666 1.867 -2.275 0.0 0.1 -0.1 0.01
H -3.363 -0.523 -2.512 0.0 -0.1 0.0 0.00
H -2.115 -1.650 -3.106 -0.3 0.3 0.0 -0.05
H -2.043 0.086 -3.516 0.0 -0.1 -0.1 0.00
H 2.659 2.044 0.336 0.1 0.1 -0.1 0.00
H 4.196 2.125 1.215 0.0 0.0 0.0 0.00
H 3.115 3.510 1.200 0.0 0.0 -0.1 0.00
H 3.953 2.857 3.701 0.0 0.0 0.1 0.00
H 4.069 2.764 6.074 0.0 0.0 0.0 0.00
H 3.471 1.249 6.763 0.0 0.0 0.0 0.00
H 2.480 2.699 6.848 0.0 0.0 0.0 0.00
H 0.994 0.620 5.819 0.0 0.0 0.0 0.00
H -0.722 -0.447 4.776 0.0 0.0 0.0 0.00
H -0.209 -1.242 3.289 -0.1 0.0 0.0 -0.01
H -1.280 0.161 3.221 0.0 -0.1 0.0 0.00
H -1.354 1.919 1.923 -0.1 -0.1 0.2 0.00
H -2.442 3.250 1.586 0.0 0.0 0.0 0.00
H -0.986 3.537 2.538 0.1 -0.1 0.0 0.00
H -1.508 5.260 0.408 0.0 0.0 0.0 0.00
H -1.190 6.919 -1.282 0.0 0.0 0.0 0.00
H -1.000 6.228 -2.897 0.0 0.0 0.0 0.00
H 0.402 6.855 -2.051 0.0 0.0 0.0 0.00
H 0.960 4.330 -2.936 0.0 0.0 0.0 0.00
H 2.121 2.406 -3.105 0.0 0.0 0.0 0.00
H 1.105 1.031 -2.690 0.0 -0.1 0.0 0.00
H 2.469 1.474 -1.650 0.0 0.0 0.0 0.00



72
Properties=species:S:1:pos:R:3:forces:R:3:mulliken_charge:R:1 method="wB97M-V/def2-TZVPD" e_homo_ev=-4.80 total_charge=-1 total_energy_ha=-3082.85183 multiplicity=1 homo_lumo_gap_ev=7.011 largest_force_ev_per_a=0.253 de_lowest_ev=0.000
Bi -0.138 -0.083 -0.172 0.0 0.1 0.0 1.55
N -2.565 4.310 0.315 0.0 0.0 -0.1 -0.48
C -1.627 3.315 0.078 0.0 -0.1 0.1 0.54
S -1.125 2.416 1.487 0.0 0.0 0.0 -0.70
N -1.267 3.189 -1.157 0.0 0.0 0.0 -1.32
N -0.388 2.155 -1.448 0.0 0.0 -0.1 0.75
C 0.099 2.245 -2.630 0.0 0.0 0.1 -1.01
C 1.064 1.347 -3.246 0.0 0.0 0.0 0.98
C 1.249 1.457 -4.627 0.0 0.0 0.0 -0.71
C 2.141 0.655 -5.308 0.0 0.0 0.0 -0.80
C 2.886 -0.278 -4.590 0.0 0.0 0.0 -0.56
C 2.738 -0.394 -3.223 0.0 0.0 0.0 -0.49
C 1.826 0.408 -2.522 0.0 0.0 0.0 0.05
O 1.733 0.275 -1.207 0.0 0.0 0.1 -0.14
H -2.505 4.715 1.234 0.0 0.0 0.0 0.24
H -2.638 4.973 -0.443 0.0 0.0 0.0 0.25
H -0.245 3.081 -3.242 0.0 0.0 0.0 0.25
H 0.656 2.188 -5.167 0.0 0.0 0.0 0.36
H 2.250 0.739 -6.381 0.0 0.0 0.0 0.38
H 3.580 -0.930 -5.107 0.0 0.0 0.0 0.40
H 3.303 -1.123 -2.656 0.0 0.0 0.0 0.41
O 1.141 -5.257 -3.652 0.0 0.0 0.0 -0.62
C 0.829 -4.318 -2.967 0.0 0.0 0.0 0.55
C 1.174 -4.116 -1.497 0.0 0.0 0.0 -0.15
O 1.790 -4.888 -0.789 0.0 0.0 0.0 -0.70
C 0.601 -2.823 -1.143 0.0 0.0 0.0 0.10
C -0.062 -2.242 -2.228 0.0 0.0 0.0 1.24
O -0.647 -1.094 -2.137 0.0 0.0 0.0 -0.98
C 0.012 -3.106 -3.411 0.0 0.0 0.0 0.00
O -0.462 -2.933 -4.511 0.0 0.0 0.0 -0.67
O 0.653 -2.244 0.015 0.0 0.0 0.0 -0.11
C -0.728 -3.264 2.992 0.0 0.0 0.0 -1.60
P -1.799 -2.199 1.945 0.0 0.0 0.0 1.30
C -2.345 -3.455 0.727 0.0 0.0 0.0 -1.17
C -3.312 -2.120 2.991 0.0 0.0 0.0 -1.31
H -1.229 -4.198 3.257 0.0 0.0 0.0 0.47
H -0.449 -2.743 3.910 0.0 0.0 0.0 0.37
H 0.178 -3.493 2.427 0.0 0.0 0.0 0.30
H -2.816 -4.308 1.224 0.0 0.0 0.0 0.50
H -1.480 -3.803 0.165 0.0 0.0 0.0 0.18
H -3.048 -3.002 0.027 0.0 0.0 0.0 0.27
H -3.596 -3.107 3.365 0.0 0.0 0.0 0.44
H -4.135 -1.723 2.394 0.0 0.0 0.0 0.30
H -3.148 -1.451 3.838 0.0 0.0 0.0 0.34
C 2.894 -0.822 1.443 0.0 0.0 0.0 -0.77
C 3.927 -0.690 2.588 0.0 0.0 0.0 -0.74
N 3.649 0.492 3.409 0.0 0.0 0.0 -0.20
C 3.586 1.661 2.527 0.0 0.0 0.0 -0.83
C 2.415 1.528 1.523 0.0 0.0 0.0 -0.57
N 1.824 0.179 1.634 0.0 0.0 0.0 0.81
C 1.258 0.012 2.982 0.0 0.0 0.0 -0.16
C 2.342 0.321 4.044 0.0 0.0 0.0 -0.87
H 2.437 -1.810 1.409 0.0 0.0 0.0 0.29
H 3.331 -0.636 0.463 0.0 0.0 0.0 0.29
H 4.941 -0.603 2.192 0.0 0.0 0.0 0.35
H 3.905 -1.565 3.241 0.0 0.0 0.0 0.27
H 4.545 1.742 2.010 0.0 0.0 0.0 0.31
H 3.468 2.554 3.146 0.0 0.0 0.0 0.34
H 2.740 1.656 0.491 0.0 0.0 0.0 0.21
H 1.625 2.252 1.719 0.0 0.0 0.0 0.39
H 0.905 -1.017 3.059 0.0 0.0 0.0 -0.17
H 0.396 0.674 3.080 0.0 0.0 0.0 0.31
H 2.415 -0.488 4.775 0.0 0.0 0.0 0.36
H 2.108 1.239 4.588 0.0 0.0 0.0 0.26
N -5.668 -0.379 0.453 0.0 0.0 0.0 -0.42
C -4.428 0.204 0.394 0.0 0.0 0.0 0.44
N -4.148 1.066 1.374 0.2 -0.1 0.1 -0.19
S -3.372 -0.193 -0.840 0.0 0.0 0.0 -0.27
H -6.409 0.130 0.909 0.0 0.0 0.0 0.21
H -5.929 -0.879 -0.381 0.0 0.0 0.0 0.24
H -4.727 1.103 2.197 0.0 0.0 0.0 0.24
H -3.189 1.427 1.454 -0.1 0.1 -0.1 -0.14